Density functional theory data (wB97M-V/def2-TZVPD) for a structure of composition C33H56GaINO13S in a non-equilibrium geometry.

The geometry in XYZ format:
```
106
Properties=species:S:1:pos:R:3:forces:R:3
C -0.571 -0.693 -0.837 0.62 0.21 0.28
C 0.463 -1.047 0.430 -1.49 -2.77 2.72
O -0.015 -1.995 1.283 3.21 5.00 -4.32
N 1.820 -0.399 0.588 -3.76 -1.20 0.58
C 2.470 -0.700 1.920 0.24 -1.53 0.72
C 4.012 -0.168 2.081 0.42 1.13 0.50
C 4.502 0.907 0.944 -0.03 0.69 0.28
C 4.796 0.260 -0.534 -1.97 -0.44 0.72
Ga 6.731 0.485 -1.224 -0.48 0.17 -0.05
S 7.190 -1.461 -2.454 0.59 -1.32 0.45
C 6.878 2.040 -2.640 0.68 0.02 -0.62
C 8.017 3.117 -2.137 0.12 -0.29 -0.26
C 9.402 2.804 -3.007 -2.50 -1.27 -0.36
I 11.159 3.912 -2.320 -0.70 -0.34 -0.38
H -1.691 -1.004 -0.566 2.73 0.75 -0.21
H -0.297 -1.349 -1.795 -0.31 1.71 2.19
H -0.503 0.473 -1.062 -0.17 -2.72 0.17
H 1.787 0.621 0.368 0.16 -1.25 -0.04
H 1.736 -0.317 2.759 1.77 -0.73 -1.46
H 2.520 -1.890 2.003 -0.39 2.66 -0.18
H 4.074 0.396 3.130 -0.21 -1.22 -2.16
H 4.802 -1.040 2.146 -1.80 1.51 -0.31
H 3.685 1.777 0.933 2.01 -2.10 -0.23
H 5.500 1.430 1.335 -2.11 -1.15 -0.59
H 4.487 -0.891 -0.458 0.67 2.38 -0.39
H 4.043 0.762 -1.298 1.38 -1.11 1.39
H 7.825 0.666 -0.045 -0.13 0.04 -0.10
H 7.580 -2.490 -1.565 -0.51 1.40 -0.78
H 7.240 1.595 -3.686 -0.98 1.00 2.03
H 5.798 2.479 -2.743 2.15 -0.43 -0.01
H 7.611 4.205 -2.282 1.17 -1.84 0.19
H 8.275 2.949 -1.005 -0.50 0.41 -2.14
H 9.641 1.661 -2.877 -0.34 2.35 -0.19
H 9.163 2.992 -4.147 0.86 -0.14 2.35
O 2.736 2.929 2.336 -1.67 -0.14 1.81
C 1.873 3.011 3.194 1.40 -0.05 -1.75
O 1.319 1.939 3.834 0.55 0.23 -0.44
C 0.272 2.395 4.689 -0.46 -0.25 0.41
C 0.574 3.847 4.950 -0.37 0.59 0.71
C 1.235 4.282 3.666 0.00 0.32 0.44
H -0.685 2.255 4.175 0.06 0.00 0.01
H 0.267 1.807 5.612 0.08 -0.12 -0.29
H -0.313 4.432 5.205 0.15 -0.12 -0.05
H 1.287 3.935 5.778 -0.10 -0.05 -0.10
H 0.504 4.613 2.923 0.15 0.05 -0.02
H 1.984 5.057 3.844 -0.12 -0.11 -0.41
O -0.574 0.728 -3.684 -0.89 -1.48 -0.83
C -0.891 -0.173 -4.442 0.78 1.39 1.34
O -1.630 -1.262 -4.078 0.27 1.03 0.33
C -1.716 -2.161 -5.182 -0.10 -0.84 -0.31
C -1.453 -1.318 -6.402 0.01 0.18 -1.01
C -0.494 -0.276 -5.884 -0.31 0.09 -0.39
H -0.966 -2.948 -5.051 -0.21 0.23 0.05
H -2.709 -2.619 -5.209 0.19 0.07 0.24
H -1.060 -1.893 -7.246 -0.25 0.45 0.47
H -2.382 -0.834 -6.726 0.07 -0.06 0.05
H 0.545 -0.613 -5.945 -0.01 0.17 0.06
H -0.623 0.679 -6.398 0.35 -0.03 0.28
O -2.045 6.047 4.987 -1.49 -1.11 -0.27
C -3.104 5.456 5.117 1.53 1.17 -0.44
O -3.727 4.762 4.120 0.94 0.55 0.40
C -4.989 4.294 4.592 -0.51 -0.47 -0.30
C -4.869 4.273 6.094 -0.57 -0.43 0.70
C -3.932 5.422 6.367 -0.10 -0.35 0.38
H -5.768 4.983 4.247 0.10 -0.07 0.03
H -5.190 3.299 4.185 0.27 0.42 -0.07
H -5.832 4.363 6.604 0.09 -0.06 -0.21
H -4.403 3.334 6.415 -0.08 0.11 -0.08
H -4.468 6.370 6.466 0.17 0.00 0.04
H -3.311 5.233 7.246 0.01 0.40 -0.18
O -1.233 -3.808 -7.442 0.78 -2.08 0.79
C -0.570 -4.758 -7.060 -0.67 1.42 -0.45
O -0.189 -4.960 -5.764 -0.60 0.46 -0.90
C 0.663 -6.102 -5.699 0.54 -0.53 0.65
C 0.346 -6.906 -6.932 0.12 -0.86 -0.22
C -0.017 -5.841 -7.936 -0.09 -0.51 -0.16
H 1.704 -5.761 -5.680 -0.11 0.02 0.01
H 0.458 -6.664 -4.782 -0.02 0.38 -0.04
H 1.172 -7.546 -7.253 -0.09 0.09 0.13
H -0.525 -7.546 -6.745 0.16 0.07 0.00
H 0.863 -5.461 -8.462 -0.15 0.07 -0.06
H -0.769 -6.197 -8.644 0.19 0.39 -0.07
O -8.387 4.544 5.544 0.42 -1.32 -1.43
C -8.466 3.835 4.554 0.14 1.40 1.55
O -7.444 3.070 4.071 -0.68 0.38 0.72
C -7.853 2.462 2.847 0.30 -0.50 -0.67
C -9.358 2.460 2.887 -0.64 -0.50 -0.45
C -9.670 3.710 3.670 -0.41 -0.33 -0.09
H -7.460 3.054 2.014 0.00 -0.04 0.08
H -7.445 1.448 2.785 0.13 0.28 0.13
H -9.815 2.440 1.894 0.14 -0.05 0.12
H -9.714 1.582 3.441 0.07 0.11 -0.13
H -9.731 4.590 3.023 -0.05 0.03 0.18
H -10.582 3.598 4.259 0.19 0.39 -0.03
O -0.792 -5.766 -1.725 0.73 -0.90 1.49
C -0.469 -5.960 -0.565 -0.87 0.49 -1.67
O 0.043 -7.134 -0.094 -0.14 0.22 -0.74
C 0.202 -7.042 1.321 0.23 -0.36 0.56
C 0.272 -5.567 1.618 0.32 0.47 0.70
C -0.616 -4.973 0.554 0.38 0.24 0.05
H -0.657 -7.522 1.802 0.02 0.00 -0.05
H 1.115 -7.563 1.624 -0.19 -0.09 -0.24
H -0.037 -5.317 2.636 0.09 -0.07 -0.13
H 1.300 -5.209 1.480 -0.18 -0.04 0.07
H -1.663 -4.943 0.869 0.03 0.12 -0.15
H -0.273 -3.981 0.253 -0.43 -0.11 0.02
```
Positions in Å, forces in eV/Å.

As for the energy above the lowest of the compared OMol25 structures with the same formula, charge and spin: 570.8 kJ/mol. As for the total charge: -1. As for the frontier orbital gap: 5.7 eV. For the total energy, the calculation gives -134546.97063 eV. The max |F| is 7.3 eV Å⁻¹.

These are the Mulliken partial charges, in e, on atoms 1 to 5: number 1, C, carries -0.66; number 2, C, carries 0.27; number 3, O, carries -0.66; number 4, N, carries 0.03; number 5, C, carries -0.12